Record 1
Below is one molecule with the formula C3H6N2S, with properties calculated with the ωB97M-V functional and the def2-TZVPD basis.

Last column: Mulliken charge in e.
Positions of all 12 atoms, in Å:
C  0.12853  1.02084  0.08820  -0.009
C  1.02498  -0.09764  -0.42700  -0.064
C  1.90305  -0.77629  0.51840  -0.330
H  -3.22698  0.08650  0.32187  0.172
H  0.64362  1.94112  0.37433  0.313
H  0.77836  -0.73100  -1.28466  0.408
H  2.03862  -1.82020  0.28948  0.204
H  1.92791  -0.60620  1.57624  0.263
H  2.72338  0.98311  0.04932  0.256
N  -1.13535  0.93350  0.16582  -0.466
N  2.46521  0.09895  -0.35750  -0.596
S  -2.03333  -0.49762  -0.06640  -0.152

Calculated values
HOMO, eV: -8.9
Calculated total energy, a.u.: -625.5178
Gap between HOMO and LUMO, eV: 9.765
SMILES: S/N=C\[C@@H]1CN1

Record 2
Below is C18H44N2O20Y as an isolated structure, with properties calculated with the ωB97M-V functional and the def2-TZVPD basis.

Last column: Mulliken charge in e.
Positions of all 85 atoms, in Å:
Y  -8.31347  9.21458  -8.45235  1.622
O  -12.35688  9.69640  -8.35253  -0.502
C  -11.08146  9.99109  -8.25295  0.894
O  -10.43340  9.77650  -7.18151  -0.703
O  -10.43876  10.16798  -9.24514  -0.470
H  -12.60347  9.49611  -7.44661  0.311
O  -9.45253  5.03721  -6.46729  -0.578
C  -8.68031  6.16449  -6.59838  0.438
O  -7.65775  6.28686  -5.88665  -0.626
O  -9.07257  7.05758  -7.37980  -0.667
H  -9.89295  5.33530  -7.26653  0.328
O  -6.41201  10.93967  -4.68368  -0.371
C  -6.73006  9.78476  -5.13431  0.179
O  -7.32670  9.76735  -6.24899  -0.502
O  -6.26171  8.79431  -4.53301  -0.712
H  -5.58128  10.75554  -4.23917  0.283
O  -4.94890  6.23175  -8.84742  -0.527
C  -5.44101  7.05755  -7.94458  0.263
O  -5.03483  7.05124  -6.80026  -0.699
O  -6.35192  7.84299  -8.28486  -0.351
H  -4.34429  5.61304  -8.43119  0.297
C  -8.00962  8.63471  -12.55113  -1.359
C  -9.12249  8.13532  -11.55161  1.010
C  -9.88792  6.95984  -12.15768  -1.038
O  -10.50260  6.18341  -11.18360  -0.460
C  -11.85937  6.54898  -10.78626  -0.611
N  -8.49231  7.71550  -10.26451  0.207
H  -7.15737  7.96189  -12.64641  0.093
H  -7.61629  9.62427  -12.31835  0.143
H  -8.53478  8.85349  -13.48089  0.578
H  -9.88108  8.91676  -11.50709  -0.014
H  -9.14551  6.39088  -12.71734  0.353
H  -10.59294  7.43949  -12.83665  0.476
H  -11.79169  7.22822  -9.93647  0.162
H  -12.52701  5.70100  -10.63366  0.282
H  -12.37881  7.13361  -11.54553  0.311
H  -7.66747  7.20277  -10.54168  0.012
H  -9.18440  7.01647  -10.03547  0.479
C  -9.85686  14.87869  -5.57032  -1.346
C  -8.49584  13.97807  -5.64485  0.601
C  -7.90311  13.95585  -4.23913  -1.142
O  -8.67465  13.52212  -3.07262  -0.350
C  -8.02668  13.25748  -1.97759  -0.710
N  -8.80860  12.61719  -6.00501  -0.221
H  -10.32032  14.83059  -6.55572  0.266
H  -9.73315  15.93218  -5.31941  0.415
H  -10.62985  14.57837  -4.86293  0.349
H  -7.83206  14.36402  -6.41851  0.189
H  -7.71979  15.01923  -4.08511  0.560
H  -6.93380  13.46777  -4.13767  0.498
H  -7.28167  12.48953  -2.18575  0.255
H  -8.65044  12.82138  -1.19731  0.252
H  -7.57057  14.13006  -1.50999  0.307
H  -8.16505  12.11130  -5.41339  -0.115
H  -9.71135  12.36150  -5.63116  0.275
C  -12.05439  13.40312  -9.60793  0.457
C  -11.66848  13.38141  -11.12328  -0.446
O  -10.34481  12.86366  -11.20411  -0.508
O  -13.29784  14.11648  -9.48613  -0.589
H  -11.26972  13.89782  -9.03551  0.008
H  -11.95649  12.46244  -9.06605  -0.131
H  -11.58621  14.34702  -11.62222  0.306
H  -12.38685  12.76265  -11.66103  0.282
H  -10.37375  11.90906  -11.10664  0.213
H  -13.45217  14.25706  -8.54910  0.318
C  -6.06621  11.45742  -9.74536  -0.499
C  -6.51172  12.06946  -8.42476  -0.759
O  -7.91587  11.87610  -8.40471  0.008
O  -6.53209  10.12445  -9.97009  0.471
H  -4.97865  11.38476  -9.73980  0.447
H  -6.32489  12.14191  -10.55323  0.400
H  -6.34599  13.13632  -8.57449  0.554
H  -6.04312  11.77534  -7.48561  0.121
H  -8.30697  12.44166  -7.73479  -0.001
H  -5.97958  9.71358  -10.63907  -0.350
C  -3.91660  8.41931  -11.88648  -0.468
C  -4.51048  6.97796  -12.09658  -0.723
O  -5.60049  6.74395  -11.27253  -0.459
O  -4.82546  9.50151  -12.29067  -0.493
H  -2.98615  8.45480  -12.45313  0.543
H  -3.70424  8.34541  -10.81991  0.240
H  -3.89681  6.07790  -12.13399  0.494
H  -4.84172  6.99397  -13.13491  0.256
H  -5.34164  6.54895  -10.36889  0.413
H  -4.52795  9.74068  -13.17152  0.282

Calculated values
HOMO, eV: -4.3
Calculated total energy, a.u.: -2365.0786
Gap between HOMO and LUMO, eV: 6.261
Charge: -1

Record 3
Below is one molecule with the formula C3H7Cl2N3, with properties calculated with the ωB97M-V functional and the def2-TZVPD basis.

Last column: Mulliken charge in e.
Positions of all 15 atoms, in Å:
C  -0.51512  0.36601  -1.71071  0.066
C  0.15578  1.23732  -0.60312  -0.700
C  0.30509  -1.52921  1.53873  -0.031
H  -0.22122  -0.68732  -1.59864  0.275
H  1.22706  1.31719  -0.88293  0.333
H  -0.18677  2.28929  -0.59247  0.386
H  0.27473  1.34323  1.45619  0.239
H  1.88593  -0.38772  0.85611  0.237
H  1.11538  -2.15313  1.89261  0.348
H  -1.60841  -1.33342  1.29055  0.284
N  0.00761  0.69225  0.71130  -0.294
N  0.86132  -0.41728  0.86145  -0.173
N  -0.88975  -1.93531  1.69103  -0.626
Cl  -2.30082  0.34332  -1.51094  -0.170
Cl  -0.11081  0.85479  -3.39917  -0.174

Calculated values
HOMO, eV: -9.5
Calculated total energy, a.u.: -1203.1133
Gap between HOMO and LUMO, eV: 10.052
SMILES: [H]/N=C\NNCC(Cl)Cl

| no. | lowest unoccupied orbital energy (hartree) |
| --- | --- |
| 1 | 0.030 |
| 2 | 0.071 |
| 3 | 0.022 |